Arrangement A

{"formula": "C11H13NO", "method": "wB97M-V/def2-TZVPD", "charge": 0, "homo_energy_ev": -8.280, "homo_lumo_gap_ev": 8.190, "species": ["C", "C", "C", "C", "C", "C", "C", "C", "C", "C", "C", "H", "H", "H", "H", "H", "H", "H", "H", "H", "H", "H", "H", "H", "N", "O"], "coordinates": [[2.78362, -1.45994, -3.15397], [2.39941, -0.51490, -1.84965], [1.09789, 0.06171, -1.35773], [-0.19193, -0.33455, -1.84837], [-1.23207, -0.11758, -1.14909], [-1.16957, 0.05747, 0.30514], [-2.49808, 0.19502, 1.01826], [-2.23437, 0.86385, 2.49394], [0.17109, 0.98728, 2.35329], [0.01090, 0.26474, 0.93610], [1.08329, 0.08298, 0.07889], [1.66748, -2.18276, -3.36214], [3.79559, -2.15839, -2.98369], [3.00022, -0.68868, -4.42917], [-0.06322, -0.87191, -2.84057], [-1.92106, 0.00411, -1.91736], [-3.29178, 0.81704, 0.46528], [-2.76631, -0.75708, 1.23936], [-3.06602, 0.64915, 3.09986], [-2.17380, 1.88443, 2.26571], [-1.15939, -0.43672, 3.54375], [0.09758, 2.25022, 1.77512], [1.19703, 0.74589, 2.68322], [2.11641, 0.39431, 0.47678], [-0.97295, 0.54989, 3.08856], [3.32007, -0.28560, -0.93153]], "nbo_charge": [-0.717, 0.527, -0.192, -0.150, -0.281, 0.054, -0.446, -0.196, -0.188, -0.100, -0.097, 0.228, 0.274, 0.240, 0.206, 0.237, 0.219, 0.206, 0.197, 0.178, 0.393, 0.200, 0.234, 0.237, -0.669, -0.593]}

---

Arrangement B

{"formula": "C11H13NO", "method": "wB97M-V/def2-TZVPD", "charge": 0, "homo_energy_ev": -7.944, "homo_lumo_gap_ev": 8.771, "smiles": "N[C@H]1C[C@H]2C[C@@H]1c1ccc(O)cc12", "species": ["N", "C", "C", "C", "C", "C", "C", "C", "C", "C", "O", "C", "C", "H", "H", "H", "H", "H", "H", "H", "H", "H", "H", "H", "H", "H"], "coordinates": [[3.50546, 0.58457, -0.70044], [2.07630, 0.36656, -0.75002], [1.70548, -1.12950, -0.92252], [0.88054, -1.37980, 0.40396], [1.68308, -0.52527, 1.41641], [1.41992, 0.79605, 0.62064], [-0.03198, 0.72894, 0.38890], [-1.01301, 1.62646, 0.16962], [-2.32047, 1.24920, -0.10505], [-2.71627, -0.09097, -0.15137], [-4.00565, -0.34614, -0.30142], [-1.67476, -1.04980, -0.07611], [-0.38543, -0.63540, 0.22699], [3.94347, 0.19029, 0.15817], [3.64975, 1.60103, -0.70014], [1.70538, 0.99006, -1.57651], [1.16692, -1.35948, -1.81419], [2.60616, -1.75325, -1.01100], [0.77741, -2.45499, 0.56905], [1.26539, -0.50167, 2.45768], [2.73703, -0.82173, 1.45427], [1.82887, 1.71206, 0.95200], [-0.79009, 2.69079, 0.12630], [-3.08047, 2.05069, -0.23195], [-4.18990, -1.26295, -0.11510], [-1.85326, -2.14255, -0.28282]], "nbo_charge": [-0.833, -0.035, -0.407, -0.253, -0.378, -0.262, -0.068, -0.176, -0.282, 0.306, -0.653, -0.296, 0.020, 0.351, 0.355, 0.200, 0.217, 0.217, 0.220, 0.222, 0.200, 0.218, 0.206, 0.220, 0.482, 0.208]}

---

Here is how they stack up, most stable first: arrangement B, arrangement A.

---

Arrangement A

{"formula": "C26H26F5GeO2SSbSe4Tc", "method": "wB97M-V/def2-TZVPD", "charge": 1, "homo_energy_ev": -11.076, "homo_lumo_gap_ev": 6.932, "species": ["Tc", "Se", "Sb", "Se", "Se", "Se", "C", "C", "S", "O", "C", "C", "H", "H", "H", "H", "H", "H", "H", "H", "H", "H", "F", "C", "F", "C", "F", "F", "F", "C", "Ge", "C", "C", "C", "C", "C", "C", "C", "C", "C", "C", "C", "C", "C", "C", "C", "C", "C", "C", "H", "H", "H", "H", "H", "H", "H", "H", "H", "H", "H", "H", "H", "H", "H", "H", "O", "C"], "coordinates": [[-0.26376, -0.38569, 2.53324], [3.74482, -3.15787, 5.11674], [1.56375, -2.47962, 4.74453], [0.18526, -0.41929, 4.95527], [0.58510, -2.89341, 2.28609], [-0.25150, -4.11809, 4.18146], [-3.27443, -3.69111, 1.06975], [-2.65160, -2.75112, 0.04912], [-2.56168, -1.07216, 0.72208], [-0.96522, -0.82060, 0.44463], [-3.39078, -0.03877, -0.49557], [-2.85840, -0.14350, -1.91210], [-3.24760, -4.70356, 0.66937], [-4.31398, -3.43827, 1.27529], [-2.71803, -3.67927, 2.00752], [-3.20724, -2.69677, -0.88555], [-1.61020, -2.99285, -0.17556], [-3.31904, 0.96707, -0.07765], [-4.43454, -0.35653, -0.39600], [-1.78960, 0.05487, -1.95465], [-3.35152, 0.61920, -2.51437], [-3.06148, -1.11353, -2.36305], [-2.18306, 1.97216, 1.93809], [-1.41856, 1.44096, 2.99183], [-0.73105, 2.50388, 3.48291], [-2.53324, 1.08567, 4.01131], [-3.63067, 1.82618, 3.91649], [-2.90532, -0.20847, 3.75074], [-2.10830, 1.14259, 5.26902], [-0.34095, 0.50863, 0.63566], [1.03839, 0.71622, -0.81140], [0.06703, 1.67527, -2.20762], [0.36364, 1.47027, -3.55507], [-0.28604, 2.19571, -4.54433], [-1.23719, 3.14507, -4.19855], [-1.53254, 3.37186, -2.86142], [-0.88397, 2.64176, -1.87493], [2.54783, 1.74050, -0.17848], [3.85964, 1.34508, -0.42218], [4.91851, 2.11062, 0.04600], [4.67211, 3.27519, 0.75827], [3.36633, 3.68477, 0.99402], [2.30908, 2.92240, 0.52265], [1.45564, -1.12738, -1.28330], [2.34361, -1.84588, -0.48006], [2.55222, -3.20382, -0.68471], [1.87359, -3.86307, -1.70009], [0.99199, -3.16038, -2.51134], [0.78395, -1.80322, -2.30153], [-1.10520, 1.26104, 0.50809], [1.11554, 0.74438, -3.84462], [-0.04306, 2.02579, -5.58510], [-1.73730, 3.71735, -4.96864], [-2.25952, 4.12471, -2.58523], [-1.12491, 2.85354, -0.83758], [4.06594, 0.43702, -0.97704], [5.93633, 1.79571, -0.14316], [5.49858, 3.86817, 1.12705], [3.17327, 4.59599, 1.54467], [1.29349, 3.25277, 0.71958], [2.89356, -1.34399, 0.31063], [3.24683, -3.74391, -0.05419], [2.04230, -4.91862, -1.86872], [0.47646, -3.66761, -3.31717], [0.09494, -1.27048, -2.94775], [2.70293, 0.05369, 2.49810], [1.56879, -0.03726, 2.43850]], "nbo_charge": [-0.056, -0.358, 1.020, -0.157, -0.182, -0.162, -0.628, -0.558, 1.214, -0.669, -0.573, -0.627, 0.252, 0.229, 0.233, 0.251, 0.283, 0.278, 0.264, 0.242, 0.260, 0.218, -0.394, 0.423, -0.338, 0.894, -0.297, -0.345, -0.298, -0.376, 1.617, -0.486, -0.147, -0.219, -0.194, -0.210, -0.220, -0.501, -0.195, -0.199, -0.186, -0.218, -0.143, -0.482, -0.225, -0.193, -0.200, -0.232, -0.159, 0.220, 0.211, 0.226, 0.227, 0.224, 0.205, 0.217, 0.224, 0.225, 0.224, 0.200, 0.223, 0.229, 0.227, 0.222, 0.203, -0.473, 0.720]}

---

Arrangement B

{"formula": "C26H26F5GeO2SSbSe4Tc", "method": "wB97M-V/def2-TZVPD", "charge": 1, "homo_energy_ev": -10.929, "homo_lumo_gap_ev": 6.970, "species": ["Tc", "Se", "Sb", "Se", "Se", "Se", "C", "C", "S", "O", "C", "C", "H", "H", "H", "H", "H", "H", "H", "H", "H", "H", "F", "C", "F", "C", "F", "F", "F", "C", "Ge", "C", "C", "C", "C", "C", "C", "C", "C", "C", "C", "C", "C", "C", "C", "C", "C", "C", "C", "H", "H", "H", "H", "H", "H", "H", "H", "H", "H", "H", "H", "H", "H", "H", "H", "O", "C"], "coordinates": [[0.06031, -0.41755, 0.89073], [3.45835, -1.60959, 5.34964], [1.69956, -1.59164, 3.82877], [-0.02177, 0.13527, 3.35035], [1.88079, -2.25774, 1.30249], [0.74517, -3.72004, 2.86580], [-1.32369, -3.97786, -0.50540], [-1.31485, -3.30883, -1.86825], [-1.53216, -1.53218, -1.78273], [-0.02850, -1.13660, -1.27584], [-1.53177, -1.06481, -3.51492], [-0.59248, -1.81644, -4.43651], [-1.18541, -5.04795, -0.65536], [-2.26395, -3.82419, 0.01916], [-0.50739, -3.61696, 0.11918], [-2.14980, -3.63586, -2.49501], [-0.38371, -3.46693, -2.41261], [-1.31849, 0.00641, -3.48891], [-2.58590, -1.16972, -3.79105], [0.41826, -1.85428, -4.03429], [-0.53546, -1.26632, -5.37575], [-0.94390, -2.82394, -4.65055], [-2.25757, 1.26046, -0.29546], [-1.73754, 0.75822, 0.88994], [-1.85953, 1.79139, 1.77251], [-2.74495, -0.34894, 1.32385], [-3.79705, -0.51873, 0.53961], [-1.98874, -1.55043, 1.18325], [-3.13464, -0.30237, 2.57356], [0.24730, 0.32144, -1.06172], [1.94991, 0.77225, -2.00605], [1.56952, 0.75547, -3.91915], [2.34378, 0.03820, -4.82948], [2.07853, 0.10331, -6.19217], [1.03373, 0.88695, -6.66088], [0.26411, 1.62230, -5.76716], [0.53929, 1.56232, -4.40805], [2.38194, 2.57563, -1.46232], [3.62928, 3.11529, -1.77192], [3.93588, 4.42219, -1.42148], [2.99471, 5.20416, -0.76671], [1.74604, 4.68093, -0.46335], [1.44213, 3.37250, -0.80985], [3.25063, -0.59346, -1.53667], [4.32119, -0.32183, -0.68406], [5.22517, -1.31976, -0.34046], [5.07452, -2.60132, -0.84860], [4.01726, -2.88735, -1.70194], [3.11397, -1.89025, -2.03955], [-0.60195, 0.89742, -1.42239], [3.17086, -0.56890, -4.47938], [2.69505, -0.44997, -6.88882], [0.83121, 0.94243, -7.72249], [-0.53177, 2.25908, -6.13199], [-0.04110, 2.17931, -3.72648], [4.37208, 2.51792, -2.29016], [4.90886, 4.83085, -1.66057], [3.23475, 6.22292, -0.49274], [1.01104, 5.28877, 0.04776], [0.46516, 2.97676, -0.54701], [4.45548, 0.67502, -0.28210], [6.05004, -1.09291, 0.32224], [5.78138, -3.37632, -0.58323], [3.90188, -3.88467, -2.10710], [2.29835, -2.12844, -2.71511], [2.51111, 1.29615, 1.34411], [1.57743, 0.68419, 1.12468]], "nbo_charge": [-0.079, -0.381, 1.016, -0.159, -0.109, -0.188, -0.626, -0.565, 1.242, -0.690, -0.582, -0.642, 0.250, 0.239, 0.228, 0.257, 0.257, 0.279, 0.265, 0.235, 0.266, 0.225, -0.372, 0.433, -0.339, 0.902, -0.295, -0.356, -0.274, -0.375, 1.613, -0.486, -0.211, -0.197, -0.204, -0.234, -0.167, -0.490, -0.141, -0.217, -0.191, -0.190, -0.213, -0.530, -0.140, -0.221, -0.188, -0.234, -0.154, 0.210, 0.224, 0.226, 0.228, 0.226, 0.205, 0.207, 0.224, 0.225, 0.223, 0.205, 0.220, 0.229, 0.228, 0.221, 0.187, -0.487, 0.735]}

---

Here is how they stack up, most stable first: arrangement B, arrangement A.